Record 1
Density functional theory data (ωB97M-V/def2-TZVPD) for an isolated ion of composition C6H12NO and charge +1 at a distorted geometry.

Results
- F_max (hartree/bohr) = 0.107
- energy relative to the best compared isomer or geometry (same formula, charge and spin) (kcal per mole) = 55.99
- charge = +1
- structure (SMILES) = C=[N+](CC)CCC=O
- molecular weight (g/mol) = 114.168
- HOMO-LUMO gap (Eh) = 0.3656
- E_tot (Ha) = -365.4601

Each line ends with the Löwdin charge.
Positions of all 20 atoms, in Å:
O (-2.411, 0.910, -0.352)  0.043
N (0.294, 0.455, 0.181)  -0.081
C (1.300, 0.077, -0.829)  -0.154
C (-0.578, -0.423, 1.000)  -0.103
C (-1.455, -1.273, 0.091)  -0.088
C (-2.491, -0.288, -0.495)  -0.167
C (2.624, -0.030, -0.103)  -0.046
C (-0.189, 1.629, 0.261)  0.142
H (-1.997, -1.904, 0.638)  0.087
H (2.840, -0.870, 0.559)  0.084
H (2.616, 0.918, 0.456)  0.079
H (3.508, -0.017, -0.935)  0.152
H (0.134, 2.513, -0.431)  0.181
H (-1.016, -1.844, -0.609)  0.087
H (1.138, -0.873, -1.169)  0.099
H (-3.404, -0.847, -1.089)  0.185
H (0.016, -1.024, 1.794)  0.174
H (-1.284, 0.152, 1.599)  0.128
H (1.150, 0.732, -1.578)  0.100
H (-0.795, 2.007, 1.011)  0.098



Record 2
Density functional theory data (ωB97M-V/def2-TZVPD) for a 2-piece molecular cluster, C6H12NO4 overall at a distorted geometry.

Results
- F_max (hartree/bohr) = 0.080
- energy relative to the best compared isomer or geometry (same formula, charge and spin) (kcal per mole) = 125.45
- charge = +1
- molecular weight (g/mol) = 162.165
- HOMO-LUMO gap (Eh) = 0.3222
- E_tot (Ha) = -591.0578

Each line ends with the Löwdin charge.
Positions of all 23 atoms, in Å:
O (2.604, 2.734, 0.605)  -0.130
O (1.511, 1.262, -1.002)  -0.010
O (0.310, -0.236, 0.067)  -0.038
O (-2.189, -1.184, 1.425)  0.080
N (0.576, 0.336, -1.000)  -0.008
C (3.302, 3.678, -0.209)  -0.034
C (-1.632, -2.804, -0.073)  -0.059
C (-3.218, -1.044, 0.406)  -0.008
C (-1.222, -1.886, 1.081)  -0.010
C (2.442, 1.484, 0.171)  -0.214
C (-2.579, -1.845, -0.819)  -0.088
H (3.091, 4.686, 0.219)  0.114
H (-0.821, -3.173, -0.630)  0.116
H (-4.150, -1.537, 0.648)  0.151
H (3.509, 1.071, -0.026)  0.178
H (-3.290, -2.446, -1.240)  0.084
H (-3.076, -0.054, 0.130)  0.120
H (-2.227, -1.194, -1.616)  0.129
H (-2.095, -3.620, 0.473)  0.150
H (2.194, 0.827, 0.933)  0.095
H (4.279, 3.568, 0.011)  0.042
H (-0.359, -2.046, 1.791)  0.192
H (3.040, 3.426, -1.343)  0.148



Record 3
Density functional theory data (ωB97M-V/def2-TZVPD) for the molecule C6H12NOPS at a distorted geometry.

Results
- F_max (hartree/bohr) = 0.115
- energy relative to the best compared isomer or geometry (same formula, charge and spin) (kcal per mole) = 0.00
- charge = 0
- structure (SMILES) = CP(S)OC[C@@H]1CCC=N1
- molecular weight (g/mol) = 177.209
- HOMO-LUMO gap (Eh) = 0.3643
- E_tot (Ha) = -1105.3102

Each line ends with the Löwdin charge.
Positions of all 22 atoms, in Å:
S (0.669, 1.832, -2.194)  0.371
P (-1.293, 1.685, -1.390)  0.587
O (-1.140, 0.619, -0.138)  -0.490
N (-0.147, -1.636, 1.813)  0.100
C (0.572, -0.650, 1.107)  -0.396
C (-0.185, 0.623, 0.981)  -0.205
C (1.063, -1.262, -0.220)  -0.150
C (-1.410, 3.306, -0.400)  -0.326
C (0.683, -2.750, -0.105)  -0.155
C (-0.099, -2.786, 1.168)  -0.096
H (0.353, -0.894, -0.834)  0.025
H (-0.660, 0.681, 1.936)  0.112
H (-0.774, 4.231, -0.693)  0.061
H (-2.442, 3.599, -0.483)  -0.006
H (0.167, 1.090, -3.192)  -0.211
H (1.431, -0.384, 1.694)  0.139
H (0.583, 1.422, 0.861)  0.122
H (2.104, -1.064, -0.468)  0.120
H (-0.542, -3.638, 1.451)  0.065
H (1.675, -3.299, -0.021)  0.122
H (0.000, -3.004, -1.092)  0.165
H (-1.230, 3.064, 0.705)  0.045



Record 4
Density functional theory data (ωB97M-V/def2-TZVPD) for C6H12NOS as an isolated structure at a distorted geometry.

Results
- F_max (hartree/bohr) = 0.095
- energy relative to the best compared isomer or geometry (same formula, charge and spin) (kcal per mole) = 39.06
- charge = +1
- ⟨S²⟩ = 2.01
- molecular weight (g/mol) = 146.235
- HOMO-LUMO gap (spin up / spin down) (Eh) = 0.2238 / 0.2965
- E_tot (Ha) = -763.4762
- multiplicity = 3

Each line ends with the Löwdin charge.
Positions of all 21 atoms, in Å:
S (1.370, -0.980, 0.802)  1.072
O (-0.022, -1.089, -1.648)  -0.094
N (-0.686, 1.128, 0.588)  -0.027
C (0.549, 1.179, 1.021)  -0.381
C (0.854, 1.288, 2.513)  -0.062
C (-1.030, 1.831, -0.655)  -0.021
C (0.052, -2.143, -2.612)  -0.030
C (-0.149, -2.119, 0.727)  -0.126
C (0.129, -1.549, -0.411)  -0.551
H (1.110, -2.275, -2.944)  0.116
H (1.300, 1.324, 0.288)  0.089
H (1.242, 2.365, 2.664)  0.134
H (-1.261, 1.066, 1.456)  0.179
H (-0.389, -3.121, -2.284)  0.121
H (1.633, 0.509, 2.861)  0.093
H (-0.689, -2.963, 1.044)  0.061
H (-0.521, -1.754, -3.471)  0.108
H (-2.008, 2.246, -0.589)  0.085
H (-0.004, 1.245, 3.052)  0.036
H (-0.473, 2.720, -0.892)  0.095
H (-1.007, 1.093, -1.510)  0.103



Record 5
Density functional theory data (ωB97M-V/def2-TZVPD) for an isolated ion of composition C6H12O and charge -1 at a distorted geometry.

Results
- F_max (hartree/bohr) = 0.034
- energy relative to the best compared isomer or geometry (same formula, charge and spin) (kcal per mole) = 15.10
- charge = -1
- ⟨S²⟩ = 0.75
- molecular weight (g/mol) = 100.161
- HOMO-LUMO gap (spin up / spin down) (Eh) = 0.1191 / 0.2491
- E_tot (Ha) = -310.9795
- multiplicity = 2

Each line ends with the Löwdin charge.
Positions of all 19 atoms, in Å:
O (-0.592, 2.388, 0.571)  -0.269
C (1.123, 0.639, 0.285)  -0.257
C (-0.753, -2.318, 0.853)  -0.138
C (0.496, 0.431, -1.087)  -0.245
C (-0.650, -0.562, -1.058)  -0.227
C (0.544, 1.900, 0.942)  -0.481
C (-0.208, -1.957, -0.546)  -0.288
H (-1.423, -0.308, -0.333)  0.102
H (0.850, -2.204, -0.684)  0.095
H (0.872, -0.194, 0.961)  0.066
H (-0.733, -1.426, 1.479)  0.056
H (2.212, 0.712, 0.338)  0.077
H (-1.815, -2.556, 0.785)  0.064
H (1.004, 2.212, 1.894)  0.024
H (-0.642, -2.779, -1.144)  0.082
H (1.215, -0.106, -1.719)  0.093
H (0.173, 1.381, -1.499)  0.095
H (-1.026, -0.719, -2.071)  0.094
H (-0.139, -3.042, 1.374)  0.056



Record 6
Density functional theory data (ωB97M-V/def2-TZVPD) for the molecule C6H12O at a distorted geometry.

Results
- F_max (hartree/bohr) = 0.068
- energy relative to the best compared isomer or geometry (same formula, charge and spin) (kcal per mole) = 59.67
- charge = 0
- structure (SMILES) = CC(C)[C@H]1O[C@H]1C
- molecular weight (g/mol) = 100.161
- HOMO-LUMO gap (Eh) = 0.3985
- E_tot (Ha) = -310.9642

Each line ends with the Löwdin charge.
Positions of all 19 atoms, in Å:
O (1.130, 1.610, -0.021)  -0.008
C (1.405, -1.410, -1.140)  -0.068
C (0.795, 0.368, 0.575)  -0.266
C (-0.722, -1.609, 0.256)  -0.047
C (-1.344, 1.939, 0.370)  -0.034
C (0.030, 1.583, 0.887)  -0.294
C (0.328, -0.684, -0.376)  -0.443
H (1.494, 0.013, 1.338)  0.155
H (0.272, 2.055, 1.843)  0.138
H (1.894, -0.664, -1.766)  0.084
H (-1.116, -1.370, 1.253)  0.081
H (-1.278, -1.092, -0.543)  0.073
H (-1.536, 1.508, -0.615)  0.075
H (-1.439, 3.027, 0.284)  0.081
H (-0.229, -0.100, -1.228)  0.144
H (2.133, -1.905, -0.491)  0.085
H (-2.118, 1.594, 1.067)  0.084
H (-0.647, -2.693, 0.091)  0.077
H (0.947, -2.172, -1.785)  0.084



Record 7
Density functional theory data (ωB97M-V/def2-TZVPD) for the molecule C6H12O.

Results
- F_max (hartree/bohr) = 0.011
- energy relative to the best compared isomer or geometry (same formula, charge and spin) (kcal per mole) = 67.48
- charge = 0
- molecular weight (g/mol) = 100.161
- HOMO-LUMO gap (Eh) = 0.3393
- E_tot (Ha) = -310.9517

Each line ends with the Löwdin charge.
Positions of all 19 atoms, in Å:
O (0.231, -0.966, -0.132)  -0.104
C (-1.598, -2.418, -0.974)  -0.097
C (0.233, 0.505, 1.604)  -0.220
C (-0.373, -1.590, -1.297)  -0.230
C (0.326, 1.907, 0.939)  -0.264
C (-0.595, -0.303, 0.638)  -0.046
C (1.512, 2.038, -0.014)  -0.115
H (-0.599, 2.091, 0.374)  0.099
H (2.463, 2.021, 0.530)  0.074
H (-0.612, -0.778, -1.989)  0.119
H (1.457, 2.980, -0.571)  0.070
H (0.429, -2.192, -1.732)  0.117
H (-2.364, -1.788, -0.519)  0.059
H (1.530, 1.216, -0.739)  0.064
H (0.373, 2.686, 1.710)  0.104
H (-1.352, -3.226, -0.278)  0.080
H (-0.306, 0.581, 2.553)  0.099
H (1.237, 0.095, 1.792)  0.111
H (-1.991, -2.857, -1.897)  0.079



Record 8
Density functional theory data (ωB97M-V/def2-TZVPD) for a 2-piece molecular cluster, C6H12O overall.

Results
- F_max (hartree/bohr) = 0.011
- energy relative to the best compared isomer or geometry (same formula, charge and spin) (kcal per mole) = 110.72
- charge = 0
- molecular weight (g/mol) = 100.161
- HOMO-LUMO gap (Eh) = 0.3146
- E_tot (Ha) = -310.8828

Each line ends with the Löwdin charge.
Positions of all 19 atoms, in Å:
O (-0.551, 1.938, 0.570)  -0.001
C (-1.190, 0.806, 0.090)  -0.331
C (2.480, 0.661, -0.680)  -0.037
C (0.480, -0.805, 1.255)  0.157
C (-0.827, -1.637, -0.760)  -0.059
C (-1.818, -0.057, 1.090)  -0.001
C (-0.567, -0.590, 0.307)  -0.542
H (2.610, 1.534, -0.034)  0.029
H (-2.738, -0.586, 0.856)  0.120
H (3.417, 0.465, -1.206)  0.026
H (-1.687, 0.211, 2.133)  0.119
H (0.581, 0.141, 1.824)  0.021
H (-1.688, 0.918, -0.876)  0.153
H (-1.737, -1.427, -1.336)  0.079
H (0.230, 2.093, 0.021)  0.084
H (0.016, -1.669, -1.461)  0.078
H (2.219, -0.212, -0.072)  -0.006
H (-0.920, -2.627, -0.304)  0.083
H (1.691, 0.844, -1.417)  0.027



Record 9
Density functional theory data (ωB97M-V/def2-TZVPD) for C6H12O as an isolated structure at a distorted geometry.

Results
- F_max (hartree/bohr) = 0.039
- energy relative to the best compared isomer or geometry (same formula, charge and spin) (kcal per mole) = 133.90
- charge = 0
- molecular weight (g/mol) = 100.161
- HOMO-LUMO gap (spin up / spin down) (Eh) = 0.2691 / 0.2926
- E_tot (Ha) = -310.8459

Each line ends with the Löwdin charge.
Positions of all 19 atoms, in Å:
O (0.622, -0.644, 0.482)  -0.273
C (-1.203, -0.077, 0.952)  0.059
C (-0.343, -1.149, -0.537)  -0.045
C (-1.701, -0.476, -0.290)  -0.468
C (1.775, -0.192, -0.166)  -0.307
C (2.644, 0.574, 0.792)  -0.073
C (-2.198, 0.689, -1.114)  -0.066
H (-1.424, 1.462, -1.171)  0.081
H (-3.065, 1.143, -0.606)  0.085
H (2.851, -0.039, 1.675)  0.079
H (-2.405, -1.315, -0.230)  0.150
H (-0.835, 0.946, 1.032)  0.113
H (2.144, 1.500, 1.098)  0.077
H (3.583, 0.810, 0.286)  0.076
H (-0.321, -2.240, -0.433)  0.085
H (1.494, 0.404, -1.042)  0.117
H (2.250, -1.123, -0.494)  0.124
H (-2.459, 0.341, -2.105)  0.072
H (-1.410, -0.615, 1.870)  0.114



Record 10
Density functional theory data (ωB97M-V/def2-TZVPD) for the molecule C6H12O.

Results
- F_max (hartree/bohr) = 0.005
- energy relative to the best compared isomer or geometry (same formula, charge and spin) (kcal per mole) = 32.00
- charge = 0
- structure (SMILES) = C=C[C@H](C)OCC
- molecular weight (g/mol) = 100.161
- HOMO-LUMO gap (Eh) = 0.3924
- E_tot (Ha) = -311.0083

Each line ends with the Löwdin charge.
Positions of all 19 atoms, in Å:
O (0.553, 1.434, 0.010)  -0.130
C (0.920, 0.259, -0.711)  -0.397
C (-0.224, -0.339, -1.494)  -0.143
C (-0.748, 1.530, 0.557)  -0.276
C (-1.029, 0.617, 1.741)  -0.075
C (1.674, -0.729, 0.175)  -0.053
C (-0.552, -1.626, -1.543)  0.022
H (1.021, -1.213, 0.909)  0.069
H (1.635, 0.634, -1.457)  0.146
H (-2.052, 0.798, 2.090)  0.077
H (2.147, -1.507, -0.435)  0.083
H (-0.957, -0.436, 1.464)  0.059
H (-0.340, 0.815, 2.569)  0.081
H (-1.370, -1.973, -2.168)  0.057
H (-0.789, 0.375, -2.094)  0.110
H (-0.013, -2.386, -0.982)  0.058
H (2.462, -0.194, 0.713)  0.085
H (-0.827, 2.574, 0.878)  0.120
H (-1.508, 1.369, -0.222)  0.105



Record 11
Density functional theory data (ωB97M-V/def2-TZVPD) for the molecule C6H12O at a distorted geometry.

Results
- F_max (hartree/bohr) = 0.062
- energy relative to the best compared isomer or geometry (same formula, charge and spin) (kcal per mole) = 42.00
- charge = 0
- structure (SMILES) = C=C(C)CCCO
- molecular weight (g/mol) = 100.161
- HOMO-LUMO gap (Eh) = 0.3605
- E_tot (Ha) = -310.9923

Each line ends with the Löwdin charge.
Positions of all 19 atoms, in Å:
O (-0.352, -0.694, -2.159)  -0.058
C (0.828, -0.054, -1.720)  -0.303
C (-1.547, -0.577, 1.193)  -0.074
C (0.912, -0.087, 0.796)  -0.192
C (-0.476, 0.410, 0.807)  -0.403
C (1.360, -0.815, -0.518)  -0.157
C (-0.825, 1.716, 0.935)  0.043
H (-0.817, -0.147, -2.798)  0.089
H (2.440, -0.789, -0.570)  0.097
H (-1.109, -1.580, 1.010)  0.079
H (0.681, 1.065, -1.525)  0.130
H (1.007, -1.895, -0.437)  0.135
H (-1.853, 1.973, 0.971)  0.049
H (-2.408, -0.549, 0.534)  0.072
H (1.592, 0.754, 0.986)  0.114
H (1.592, 0.087, -2.502)  0.105
H (0.956, -0.814, 1.627)  0.119
H (-0.040, 2.440, 1.143)  0.061
H (-1.940, -0.446, 2.228)  0.094



Record 12
Density functional theory data (ωB97M-V/def2-TZVPD) for the molecule C6H12O.

Results
- F_max (hartree/bohr) = 0.006
- energy relative to the best compared isomer or geometry (same formula, charge and spin) (kcal per mole) = 37.49
- charge = 0
- structure (SMILES) = CCOCC1CC1
- molecular weight (g/mol) = 100.161
- HOMO-LUMO gap (Eh) = 0.3972
- E_tot (Ha) = -310.9995

Each line ends with the Löwdin charge.
Positions of all 19 atoms, in Å:
O (0.275, 0.739, -0.858)  -0.153
C (-1.909, 1.089, -1.702)  -0.077
C (1.284, -0.014, 1.165)  -0.271
C (1.084, -1.201, 2.071)  -0.120
C (-0.657, 0.235, -1.784)  -0.296
C (1.193, -0.196, -0.331)  -0.199
C (0.011, -0.161, 1.938)  -0.119
H (-0.172, 0.523, 2.761)  0.101
H (1.650, -1.252, 2.998)  0.096
H (2.173, -0.065, -0.812)  0.126
H (-1.651, 2.144, -1.831)  0.077
H (0.862, -1.222, -0.551)  0.119
H (-2.381, 0.973, -0.720)  0.073
H (-2.635, 0.803, -2.472)  0.075
H (-0.905, -0.812, -1.542)  0.114
H (-0.234, 0.244, -2.802)  0.119
H (1.975, 0.753, 1.506)  0.135
H (0.914, -2.168, 1.602)  0.098
H (-0.877, -0.412, 1.365)  0.101